(1)
Density functional theory data (ωB97M-V/def2-TZVPD) for C12H22IN3OSSi as an isolated structure at a distorted geometry.

As for the net charge: 0. The gap between HOMO and LUMO comes out at 9.889 eV. The maximum force comes out at 3.44 eV/Å. As for the total energy: -46133.7650 eV.

Element x y z (Å)
O: -1.4354 1.1245 6.4079
Si: -0.2670 0.8533 5.2458
C: 1.4143 1.5935 5.6457
C: 1.4035 3.0875 6.0851
C: 0.8439 4.0587 5.0328
I: 0.6359 6.0222 5.9677
N: -0.8048 1.5316 3.6529
C: -0.6998 0.6801 2.8443
S: -0.5194 -0.5190 1.8264
H: -2.2038 1.5957 6.0523
H: -0.1288 -0.6028 5.0538
H: 1.8379 0.9755 6.4621
H: 2.0662 1.4386 4.7634
H: 0.9289 3.1980 7.0734
H: 2.4598 3.3768 6.2465
H: -0.1620 3.8162 4.6713
H: 1.5049 4.1873 4.1644
C: -1.6013 -2.2018 -2.6069
C: -1.7894 -3.6335 -2.1190
C: -1.3260 -3.8398 -0.6747
C: 0.1186 -3.6609 -0.5261
N: 1.2523 -3.5158 -0.4125
H: -0.5447 -1.9237 -2.6288
H: -1.9936 -2.0924 -3.6155
H: -2.1297 -1.4963 -1.9616
H: -1.2568 -4.3159 -2.7855
H: -2.8493 -3.8891 -2.1836
H: -1.5891 -4.8500 -0.3532
H: -1.8522 -3.1506 -0.0102
C: 1.4768 -0.7061 -6.4460
C: 1.2107 0.7109 -5.9503
C: 0.3455 0.7517 -4.6883
C: -1.0114 0.2617 -4.9289
N: -2.0752 -0.1283 -5.1156
H: 0.5533 -1.2039 -6.7475
H: 2.1398 -0.6843 -7.3117
H: 1.9546 -1.3087 -5.6705
H: 0.7396 1.2905 -6.7473
H: 2.1669 1.1907 -5.7305
H: 0.2873 1.7805 -4.3265
H: 0.8125 0.1643 -3.8942

(2)
Density functional theory data (ωB97M-V/def2-TZVPD) for C40H40BrN11O4Ti as an isolated structure at a distorted geometry.

Its multiplicity is 2. As for the net charge: +1. The gap between HOMO and LUMO (spin up / spin down) comes out at 7.048 / 7.194 eV. The maximum force comes out at 1.83 eV/Å. Its energy above the lowest of the compared OMol25 structures with the same formula, charge and spin is 20.8 kcal/mol. As for the total energy: -159867.2292 eV.

Element x y z (Å)
Ti: -0.0579 -0.2159 0.2536
O: 2.2222 1.1715 -4.4363
C: 2.0839 2.4625 -4.0188
C: 2.8300 3.4028 -4.7277
C: 2.8285 4.7321 -4.3583
C: 2.0914 5.1454 -3.2540
C: 1.3370 4.2163 -2.5642
C: 1.2785 2.8775 -2.9502
C: 0.4724 1.9622 -2.0448
O: -0.7557 2.5421 -1.6605
N: 0.2363 0.6700 -2.6832
N: -0.3736 -0.2817 -1.8503
C: -0.8594 -1.2911 -2.4681
C: -1.6115 -2.3821 -1.8667
Br: -2.3456 -2.0759 -0.1346
C: -1.7449 -3.5476 -2.5049
C: -2.4595 -4.7655 -2.1193
C: -1.8748 -5.9931 -2.4362
C: -2.5045 -7.1788 -2.1006
C: -3.7407 -7.1508 -1.4694
C: -4.3434 -5.9347 -1.1777
C: -3.7070 -4.7465 -1.4962
H: 1.8391 0.5819 -3.7684
H: 3.4229 3.0506 -5.5612
H: 3.4211 5.4440 -4.9176
H: 2.1123 6.1769 -2.9292
H: 0.7861 4.5093 -1.6796
H: 1.0743 1.7906 -1.1567
H: -0.3251 0.8076 -3.5209
H: -0.7051 -1.3708 -3.5447
H: -1.1871 -3.6139 -3.4371
H: -0.9110 -6.0119 -2.9321
H: -2.0377 -8.1244 -2.3414
H: -4.2402 -8.0766 -1.2168
H: -5.3159 -5.9113 -0.7047
H: -4.1988 -3.8050 -1.2934
C: 3.5507 2.0651 0.4435
C: 4.2042 1.6650 -0.7213
C: 3.7939 0.5217 -1.3658
C: 2.7118 -0.2078 -0.8660
N: 2.0173 0.2442 0.2077
C: 2.4668 1.3331 0.8596
N: 2.4701 -1.4427 -1.4716
C: 1.6990 -2.2948 -0.8907
N: 0.8192 -2.0115 0.1224
C: 0.5241 -3.1623 0.8072
N: -0.0715 -3.2420 1.9403
C: -0.4531 -2.1171 2.6640
C: -1.0201 -2.3894 3.9149
C: -1.3949 -1.3669 4.7508
C: -1.1807 -0.0515 4.3436
C: -0.6381 0.1654 3.1032
N: -0.3060 -0.8313 2.2458
C: 1.0508 -4.3050 0.0231
C: 0.9782 -5.6671 0.2273
C: 1.6091 -6.4890 -0.7029
C: 2.3074 -5.9523 -1.7821
C: 2.4033 -4.5746 -1.9646
C: 1.7537 -3.7685 -1.0531
H: 3.8569 2.9431 0.9925
H: 5.0370 2.2379 -1.1071
H: 4.2923 0.1437 -2.2471
H: 1.8864 1.6384 1.7203
H: -1.1340 -3.4285 4.1866
H: -1.8368 -1.5800 5.7150
H: -1.4269 0.7873 4.9781
H: -0.4602 1.1714 2.7480
H: 0.4507 -6.0735 1.0797
H: 1.5679 -7.5632 -0.5803
H: 2.7941 -6.6185 -2.4820
H: 2.9652 -4.1473 -2.7844
N: -2.9532 1.1384 -0.3876
C: -2.5600 2.5190 -0.1111
C: -3.0396 2.9114 1.2902
C: -2.9650 4.3721 1.7444
C: -3.5071 5.3865 0.7451
N: -2.6362 5.5492 -0.4049
C: -3.0668 6.2983 -1.3590
N: -4.2686 6.9704 -1.3403
N: -2.3269 6.4770 -2.4980
C: -1.0146 2.5993 -0.2315
O: -0.4590 3.7355 0.3018
O: -0.4436 1.5163 0.3808
H: -3.3818 1.0496 -1.2997
H: -3.6310 0.8131 0.2909
H: -2.9641 3.1891 -0.8725
H: -2.4792 2.2894 1.9977
H: -4.0891 2.6071 1.3610
H: -1.9399 4.6337 2.0093
H: -3.5675 4.4619 2.6499
H: -3.6312 6.3371 1.2847
H: -4.5089 5.0598 0.4259
H: -0.9926 4.5048 -0.0149
H: -4.6612 7.1715 -0.4375
H: -4.3939 7.7093 -2.0120
H: -1.6360 5.7668 -2.6779
H: -2.8019 6.8137 -3.3176

(3)
Density functional theory data (ωB97M-V/def2-TZVPD) for a 2-piece molecular cluster, C6H12O overall at a distorted geometry.

As for the net charge: 0. The gap between HOMO and LUMO comes out at 8.211 eV. The maximum force comes out at 3.94 eV/Å. Its energy above the lowest of the compared OMol25 structures with the same formula, charge and spin is 97.0 kcal/mol. As for the total energy: -8460.1464 eV.

Element x y z (Å)
C: -0.6512 1.9462 0.2710
C: -1.1767 0.9218 1.2754
C: -0.5812 -0.4616 1.2289
C: -0.9397 -1.5024 0.4546
C: 0.0480 -1.9818 -0.4857
C: -0.0883 -2.7511 -1.6133
H: -1.5155 2.5674 0.0890
H: -0.2812 1.4386 -0.7794
H: 0.1141 2.6482 0.6949
H: -2.2012 0.9289 1.2119
H: -0.6658 1.4110 2.1087
H: 0.3833 -0.7365 1.8532
H: -2.0020 -1.6577 0.4394
H: 0.9528 -1.4264 -0.2976
H: -1.0332 -3.1602 -1.9710
H: 0.6790 -2.8556 -2.3412
H: 3.1994 0.9545 -0.1700
H: 2.7584 2.3320 -0.9173
O: 3.0012 1.3849 -1.0515

> maximum force of number 1 (C12H22IN3OSSi)?

3.44 eV/Å

> Which of these has the highest net charge?

C40H40BrN11O4Ti